The following is a quantum chemistry calculation of 2 unconnected molecules or ions with the total composition C4H7Cl2P in a non-equilibrium geometry, from the Open Molecules 2025 dataset.

```
14
Properties=species:S:1:pos:R:3:nbo_charge:R:1
H -1.774 1.795 0.757 0.230
H -0.672 2.130 -0.393 0.222
C -0.913 1.335 0.322 -0.679
H 0.004 1.020 0.945 0.227
C -1.418 -0.013 -0.201 -0.169
Cl 3.203 0.228 1.472 0.005
H -1.188 -1.469 1.363 0.194
P 2.019 0.697 -1.251 0.481
H -1.739 -2.063 -0.225 0.200
C -1.470 -1.217 0.348 -0.416
C 2.353 -0.369 -0.008 -0.522
H 1.371 -0.209 -1.951 -0.050
H -1.653 0.125 -1.276 0.185
Cl 1.877 -1.989 0.095 0.092
```

Results
LUMO energy, eV: -0.37
Orbital gap, eV: 9.00
Total charge: 0
Energy above the lowest of the compared OMol25 structures with the same formula, charge and spin, kcal/mol: 72.43